Arrangement 1

Here is the ion C8H14N3 with charge +1 from the Open Molecules 2025 dataset. Energies are from ωB97M-V with the def2-TZVPD basis set.

Structure (XYZ):
```
25
Properties=species:S:1:pos:R:3:lowdin_charge:R:1
N -3.16873 1.22649 -0.77896 0.006
C -2.98763 -0.22201 -0.84647 -0.294
C -2.30616 -0.73246 0.41785 -0.204
C -0.92949 -0.13147 0.67567 -0.188
C 0.04253 -0.34774 -0.50665 -0.143
C 1.44209 -0.06617 -0.08255 -0.149
C 2.23566 -1.00610 0.54104 0.051
C 3.51791 -0.64419 0.92134 0.024
N 3.93391 0.59575 0.68238 0.058
N 3.22965 1.53885 0.09842 0.131
C 2.01676 1.21405 -0.27732 -0.005
H -2.29741 1.72583 -0.91379 0.054
H -3.79947 1.54858 -1.50222 0.074
H -3.97812 -0.67646 -0.90133 0.117
H -2.44434 -0.55751 -1.74360 0.104
H -2.22482 -1.82359 0.37591 0.118
H -2.94567 -0.48396 1.26818 0.120
H -0.50116 -0.58710 1.57442 0.117
H -1.01779 0.93925 0.88439 0.117
H -0.03232 -1.38153 -0.85562 0.137
H -0.21908 0.30449 -1.34309 0.123
H 1.89045 -2.01739 0.71331 0.145
H 4.21688 -1.30935 1.41114 0.153
H 4.86653 0.88917 0.95441 0.189
H 1.45981 2.00456 -0.76685 0.144
```

Output
SMILES: NCCCCc1cc[nH+]nc1
HOMO level: -0.442 hartree
total charge: +1

***

Arrangement 2

Here is a structure of composition C8H14N3 from the Open Molecules 2025 dataset. Energies are from ωB97M-V with the def2-TZVPD basis set.

Structure (XYZ):
```
25
Properties=species:S:1:pos:R:3:lowdin_charge:R:1
C -1.51379 1.20826 0.30101 -0.026
C 1.83768 1.73407 -0.27562 -0.101
C -2.50106 0.19595 -0.22348 -0.369
C 2.27234 0.81296 0.83883 -0.090
C -2.30457 -0.65520 -1.19024 0.052
C 2.38339 -0.20556 -0.10836 -0.355
C -3.75844 0.33646 0.53910 -0.065
C 1.21096 -1.07311 -0.35174 0.030
N 0.57958 1.96594 -0.61375 0.085
N -0.39865 1.25461 -0.29867 -0.022
N 3.53998 -0.48620 -0.71679 0.217
H -1.92549 1.70228 1.25679 0.158
H 2.40449 2.44397 -0.92716 0.149
H 3.17749 1.07851 1.47554 0.173
H 1.49441 0.72574 1.52438 0.112
H -1.51888 -0.52444 -1.97178 0.087
H -3.12280 -1.38847 -1.39823 0.096
H -3.35688 0.56345 1.55135 0.077
H -4.51596 -0.46129 0.46577 0.106
H -4.20649 1.28649 0.34234 0.086
H 1.49692 -1.79460 -1.14539 0.110
H 0.21287 -0.50278 -0.66215 0.108
H 1.06465 -1.59498 0.51517 0.080
H 3.54155 -1.18239 -1.53851 0.189
H 4.31795 0.07684 -0.52984 0.113
```

Output
HOMO level: -0.456 hartree
total charge: +1

***

Which structure is most stable? arrangement 1, by 0.1408 hartree over the runner-up.